No. 1
The following is a DFT calculation (wB97M-V/def2-TZVPD) of an isolated molecule of C7H14BNO.

Kohn-Sham gap (spin up / spin down) = 6.9 / 9.5 eV
energy above the lowest of the compared OMol25 structures with the same formula, charge and spin = 98.7 kcal/mol
multiplicity = 1
LUMO (spin up / spin down) = -1.101 / 0.212 eV

Geometry as XYZ:
```
24
Properties=species:S:1:pos:R:3:forces:R:3:mulliken_charge:R:1
B -0.549 2.062 0.155 1.2 3.3 0.0 0.371
C -1.846 -0.934 0.368 -1.8 2.3 1.1 -0.531
C -0.718 -1.429 -0.531 -0.9 1.7 2.4 -0.998
C -2.500 0.347 -0.199 0.1 -0.4 -2.1 -0.487
C 0.419 -0.621 -0.880 1.0 1.6 -4.8 -0.982
C 1.224 0.349 -0.165 0.9 -1.6 3.0 1.994
C 1.186 -0.182 1.313 -1.0 -2.7 -2.2 -1.542
C 2.716 0.298 -0.595 -0.8 -2.2 -1.5 -1.542
N -1.702 1.431 0.057 -0.8 -0.6 0.3 -0.065
O 0.725 1.678 -0.117 1.7 -0.2 -0.5 -0.699
H -0.545 3.289 0.419 -0.4 -0.9 -0.1 -0.126
H -2.756 -1.510 0.468 0.4 -1.5 -0.3 0.449
H -1.656 -0.641 1.414 0.8 -0.5 -0.4 0.218
H -0.270 -2.088 0.117 0.9 -3.0 1.2 0.437
H -1.169 -1.861 -1.340 -0.7 -1.4 -2.2 0.631
H -2.465 0.154 -1.323 -1.0 0.4 0.9 0.258
H -3.533 0.526 0.169 0.5 -0.3 -0.2 0.311
H 0.812 -0.693 -1.955 -1.0 -0.3 1.3 0.104
H 2.018 0.168 1.810 2.0 0.1 1.3 0.525
H 0.951 -1.355 1.327 1.2 2.7 0.5 0.159
H 0.375 0.323 1.698 -2.0 0.7 1.4 0.359
H 3.215 1.180 -0.341 0.7 1.4 0.3 0.466
H 2.776 0.092 -1.689 0.0 0.7 0.5 0.362
H 3.292 -0.583 -0.181 -1.0 0.9 0.0 0.326
```
Positions in Å, forces in eV/Å.

=====

No. 2
The following is a DFT calculation (wB97M-V/def2-TZVPD) of an isolated molecule of C3H5NO.

Kohn-Sham gap = 10.1 eV
energy above the lowest of the compared OMol25 structures with the same formula, charge and spin = 83.3 kcal/mol
multiplicity = 1
SMILES = O=CN1CC1
LUMO = 0.797 eV

Geometry as XYZ:
```
10
Properties=species:S:1:pos:R:3:forces:R:3:mulliken_charge:R:1
O 1.848 -0.956 -0.155 1.7 0.6 0.1 -0.582
C 1.451 0.187 0.055 0.8 -0.4 0.0 0.094
N 0.126 0.261 0.116 0.9 -0.2 0.3 0.048
C -1.169 0.784 0.063 0.5 -0.4 0.3 -0.413
C -0.443 -0.952 -0.173 -3.0 1.1 0.0 -0.466
H 2.081 1.068 0.185 0.0 0.1 0.1 0.375
H -1.631 0.965 1.041 0.1 -0.4 -0.3 0.207
H -1.284 1.673 -0.595 -0.4 -1.2 -0.3 0.252
H -0.402 -1.340 -1.190 -0.2 0.4 0.1 0.235
H -0.483 -1.706 0.627 -0.4 0.5 -0.2 0.251
```
Positions in Å, forces in eV/Å.

=====

No. 3
The following is a DFT calculation (wB97M-V/def2-TZVPD) of a structure of composition C50H51N2O5P2PrS2.

Kohn-Sham gap = 6.5 eV
expectation value of S² = 2.002
multiplicity = 3
charge = -2
LUMO = 4.056 eV

Geometry as XYZ:
```
113
Properties=species:S:1:pos:R:3:forces:R:3:lowdin_spin:R:1
Pr -1.803 -0.474 0.780 0.5 -0.1 0.0 2.025
C 0.320 -1.133 -1.993 1.6 0.1 1.1 0.000
N -1.029 -0.599 -2.096 0.3 -0.7 0.3 -0.002
C -1.816 -1.641 -2.785 -0.4 0.0 0.0 0.000
C -3.294 -1.432 -2.641 -1.0 -0.4 -1.2 0.000
N -3.780 -1.827 -1.333 1.4 -0.2 0.1 -0.001
C -3.895 -3.289 -1.343 0.8 -0.7 -0.7 0.000
C -5.039 -1.284 -0.969 0.4 -0.1 -0.8 0.000
C -5.868 -0.810 -1.958 -1.7 0.0 1.7 0.000
C -7.164 -0.397 -1.672 -0.1 0.4 -0.2 0.000
C -7.591 -0.513 -0.379 0.1 0.3 2.2 0.000
C -6.697 -0.887 0.647 -0.5 0.0 -0.6 0.000
C -5.392 -1.252 0.374 0.1 0.1 0.5 0.000
S -4.242 -1.518 1.676 -0.5 -0.3 0.2 -0.004
C -1.079 0.689 -2.743 0.3 0.2 -1.0 0.000
C -0.197 0.935 -3.821 -1.8 2.3 0.8 0.000
C -0.205 2.204 -4.451 0.8 -1.2 -1.1 0.000
C -1.166 3.120 -4.085 -0.9 1.1 0.3 0.000
C -2.094 2.855 -3.068 0.6 0.2 0.1 0.000
C -2.044 1.658 -2.338 0.7 -0.3 -0.5 0.000
S -3.158 1.442 -1.043 -0.2 0.0 0.7 -0.003
H 0.892 -1.254 -2.933 -0.4 0.1 0.2 0.000
H 0.273 -2.113 -1.528 -0.2 -0.2 0.0 0.000
H 0.962 -0.569 -1.271 -0.6 0.1 -0.8 0.000
H -1.591 -2.623 -2.351 0.4 0.4 -0.1 0.000
H -1.574 -1.670 -3.858 0.2 0.0 0.0 0.000
H -3.832 -2.102 -3.405 0.6 1.0 0.4 0.000
H -3.515 -0.380 -2.848 -0.2 -0.3 0.1 0.000
H -4.689 -3.513 -2.088 0.3 -0.4 0.2 0.000
H -4.174 -3.664 -0.377 -0.3 0.0 0.5 0.000
H -2.924 -3.839 -1.620 -1.4 1.0 0.3 0.000
H -5.582 -0.699 -2.933 1.0 0.0 -2.2 0.000
H -7.771 0.138 -2.407 0.1 -0.5 0.0 0.000
H -8.546 -0.162 0.006 -0.2 0.0 -0.6 0.000
H -6.974 -0.858 1.691 -0.3 0.1 0.0 0.000
H 0.429 0.188 -4.198 1.0 -0.9 -0.3 0.000
H 0.500 2.393 -5.324 -1.0 -0.2 1.3 0.000
H -1.240 4.102 -4.575 0.2 -0.5 0.1 0.000
H -2.814 3.597 -2.682 0.4 -0.3 -0.6 0.000
O 1.296 2.566 2.018 0.0 0.7 1.0 0.001
C 0.176 2.053 1.954 0.2 0.2 0.0 0.000
O -0.070 1.155 1.099 -1.3 -0.7 -0.4 -0.003
C -0.960 2.646 2.857 1.3 -0.6 0.1 0.000
C -2.211 2.951 2.079 -0.2 1.0 -0.8 0.000
C -2.957 4.095 2.763 0.7 0.4 1.9 0.000
C -3.636 3.321 3.944 1.2 -0.3 1.2 0.000
C -3.084 1.895 3.680 -0.4 -0.3 -0.3 0.000
O -3.039 1.818 2.253 -0.2 0.2 0.1 0.000
C -1.569 1.793 4.018 0.2 2.0 1.8 0.000
C -1.187 0.356 4.095 -0.4 -1.8 0.3 0.000
O -0.811 -0.127 5.164 0.3 0.4 -0.1 0.000
O -1.433 -0.344 3.040 0.2 0.1 0.1 -0.004
H -0.467 3.520 3.293 -0.3 0.0 -0.2 0.000
H -2.121 3.080 1.028 0.4 0.2 -0.9 0.000
H -3.731 4.496 2.162 -0.5 0.6 -0.9 0.000
H -2.251 4.926 3.143 -1.1 -1.2 -0.7 0.000
H -4.734 3.392 4.026 0.5 -0.1 -0.4 0.000
H -3.224 3.605 4.943 -0.4 0.1 -0.7 0.000
H -3.715 1.080 4.003 0.0 -0.2 0.4 0.000
H -1.308 2.301 5.039 -0.6 -1.0 -1.8 0.000
C 5.259 -3.659 -1.672 -0.8 0.3 1.2 0.000
C 4.206 -4.478 -1.339 -1.1 0.4 -0.1 0.000
C 3.190 -3.977 -0.498 0.6 -0.6 -1.0 0.000
C 3.280 -2.741 0.069 0.2 1.5 0.4 0.000
C 4.420 -1.935 -0.174 -0.7 -2.1 -1.2 0.000
C 5.385 -2.410 -1.063 -0.7 0.3 1.1 0.000
P 1.910 -1.892 0.982 0.3 -0.4 0.0 0.000
C 2.743 -1.715 2.599 -0.1 0.5 1.2 0.000
C 3.824 -2.472 3.052 -0.2 0.4 0.4 0.000
C 4.365 -2.416 4.339 -0.9 1.2 0.5 0.000
C 3.790 -1.480 5.246 -0.5 -0.1 -1.5 0.000
C 2.615 -0.737 4.816 1.6 -0.3 0.8 0.000
C 2.136 -0.836 3.525 0.9 -1.3 0.0 0.000
C 0.760 -3.260 1.383 -0.7 1.7 -0.6 -0.001
C 1.212 -4.376 2.064 0.9 -0.2 0.1 0.000
C 0.294 -5.298 2.495 -0.6 0.3 -0.4 0.000
C -1.048 -5.114 2.151 -0.5 -0.3 0.8 0.000
C -1.491 -3.976 1.508 0.5 0.8 -0.9 0.000
C -0.608 -2.920 1.106 0.4 -1.1 0.3 -0.006
H 5.888 -3.951 -2.447 1.4 -0.5 -1.0 0.000
H 4.037 -5.425 -1.858 0.2 0.2 0.2 0.000
H 2.257 -4.483 -0.455 -0.5 -0.7 0.4 0.000
H 4.370 -0.947 0.192 0.6 1.0 0.5 0.000
H 6.243 -1.801 -1.190 0.7 0.5 -0.6 0.000
H 4.255 -3.111 2.341 0.7 -1.0 -0.8 0.000
H 5.199 -3.079 4.642 -0.5 0.6 -0.3 0.000
H 4.354 -1.333 6.171 -0.8 0.1 0.1 0.000
H 2.061 -0.018 5.428 0.5 -0.4 0.3 0.000
H 1.249 -0.304 3.285 -0.5 0.4 -0.4 0.000
H 2.299 -4.515 2.279 -1.0 0.2 -0.1 0.000
H 0.613 -6.085 3.128 0.1 -0.9 0.4 0.000
H -1.807 -5.807 2.531 0.3 0.0 -0.2 0.000
H -2.548 -3.866 1.260 0.1 -0.1 0.4 0.000
C 1.364 3.290 -1.243 0.3 1.3 0.1 0.000
P 2.703 2.126 -1.429 0.9 -1.3 0.4 0.000
C 3.589 2.426 0.163 0.7 2.3 -0.9 0.000
C 3.841 2.967 -2.545 0.4 1.3 -2.4 0.000
C 3.354 3.777 -3.631 0.0 -0.3 1.3 0.000
C 4.225 4.501 -4.454 -0.5 0.5 0.3 0.000
C 5.584 4.257 -4.383 0.6 0.0 0.1 0.000
C 6.099 3.342 -3.459 -2.0 0.7 -0.4 0.000
C 5.234 2.794 -2.517 0.2 -0.7 0.2 0.000
H 0.475 3.026 -1.774 -0.7 -0.4 -0.1 0.000
H 1.639 4.296 -1.575 0.1 0.0 0.1 0.000
H 1.245 3.327 -0.166 -0.6 0.0 0.2 0.000
H 3.868 3.541 0.277 -0.1 -1.6 -0.4 0.000
H 4.450 1.802 0.328 0.4 -0.3 -0.1 0.000
H 2.885 2.286 0.935 -0.9 -0.6 0.9 0.000
H 2.263 3.852 -3.711 0.4 0.3 -0.2 0.000
H 3.882 5.380 -5.038 0.0 -1.0 0.1 0.000
H 6.269 4.806 -5.030 -0.2 -0.2 0.1 0.000
H 7.115 3.090 -3.542 1.2 -0.3 0.4 0.000
H 5.644 2.131 -1.760 0.0 0.1 0.0 0.000
```
Positions in Å, forces in eV/Å.

=====

No. 4
The following is a DFT calculation (wB97M-V/def2-TZVPD) of a cluster of 2 separate species, C19H36F12N2SSi2 in total.

Kohn-Sham gap = 4.9 eV
multiplicity = 1
LUMO = -1.018 eV

Geometry as XYZ:
```
72
Properties=species:S:1:pos:R:3:forces:R:3:mulliken_charge:R:1
F 3.392 5.118 5.414 -1.7 -0.5 -0.1 -0.204
C 3.088 5.540 4.197 0.4 -0.1 -1.3 0.289
F 2.266 6.586 4.176 1.5 0.7 0.7 -0.198
C 3.565 4.947 3.051 0.5 -0.1 1.1 0.191
F 4.452 5.652 2.290 -1.5 0.7 -0.9 -0.293
C 3.172 3.607 2.512 0.9 -0.3 1.2 -0.262
C 1.650 3.458 2.474 0.1 0.3 -1.0 -1.296
C 1.127 2.191 1.763 0.2 -0.5 0.3 0.585
C 0.341 1.254 2.736 0.0 0.6 -0.3 -1.295
C 0.400 -0.218 2.332 -0.4 0.7 0.5 -0.482
N 0.255 -0.224 0.848 -0.4 0.2 0.2 0.050
C 1.471 0.314 0.168 1.3 0.3 -0.6 -0.232
C 2.458 -0.732 -0.410 -0.7 0.0 0.1 -1.288
C 2.297 -2.193 0.014 1.4 0.0 -0.2 -1.549
C 3.013 -2.566 1.322 -1.6 -0.3 -0.3 1.221
F 3.588 -1.515 1.939 0.3 0.0 0.0 -0.292
F 2.032 -2.996 2.182 0.1 -0.1 0.2 -0.391
C 3.973 -3.781 1.209 0.3 -0.7 1.1 0.323
F 3.445 -4.747 0.440 0.0 0.7 0.1 -0.262
F 4.094 -4.314 2.444 0.1 0.4 -0.3 -0.281
S 5.731 -3.387 0.632 0.3 -1.2 -1.0 1.401
F 6.234 -4.755 1.239 0.0 0.1 0.2 -0.303
F 5.483 -4.148 -0.744 -0.1 0.2 -0.1 -0.305
F 5.238 -2.048 -0.077 -0.1 0.3 0.3 -0.305
F 6.030 -2.643 1.979 -0.2 0.3 0.1 -0.283
F 7.191 -3.064 0.154 0.0 0.1 0.1 -0.291
C 2.194 1.323 1.071 -1.1 -0.1 0.5 -1.195
H 3.637 2.806 3.098 0.0 -0.2 -0.1 0.367
H 3.601 3.575 1.515 0.1 -0.1 -0.1 0.281
H 1.302 4.308 1.888 -0.2 0.2 0.1 0.327
H 1.219 3.594 3.463 0.0 -0.2 0.2 0.484
H 0.439 2.508 0.978 -0.1 0.1 0.0 0.398
H -0.698 1.584 2.723 -0.1 -0.1 0.2 0.310
H 0.691 1.393 3.755 0.1 -0.2 0.1 0.525
H 1.332 -0.669 2.640 0.0 -0.3 -0.2 0.062
H -0.452 -0.734 2.760 0.1 -0.4 0.0 0.549
H -0.493 0.451 0.669 -0.2 -0.2 -0.3 0.503
H -0.095 -1.110 0.478 0.2 0.0 -0.1 0.334
H 1.109 0.901 -0.671 -0.3 -0.1 -0.1 0.516
H 3.460 -0.387 -0.183 0.1 0.0 0.1 0.597
H 2.382 -0.693 -1.492 -0.2 -0.1 -0.1 0.535
H 2.785 -2.785 -0.757 -0.2 -0.1 -0.2 0.529
H 1.280 -2.567 0.062 -0.1 0.0 0.1 0.622
H 2.761 0.832 1.859 0.4 -0.1 -0.2 0.218
H 2.850 1.872 0.405 0.2 0.1 0.1 0.753
C -3.405 -2.483 -0.177 -0.3 -0.1 0.2 -0.658
Si -4.408 -1.417 -1.398 1.1 0.6 -0.7 -0.010
C -5.497 -0.262 -0.365 -0.2 -0.4 0.3 -1.001
C -5.551 -2.592 -2.337 -0.2 -0.2 0.4 -1.063
N -3.294 -0.604 -2.362 -0.4 0.1 0.2 0.051
Si -3.661 0.474 -3.602 0.6 -0.7 0.8 0.052
C -4.613 2.005 -3.020 0.0 0.2 -0.4 -1.000
C -4.643 -0.308 -5.016 0.0 0.4 -0.2 -1.058
C -2.029 1.094 -4.340 -0.2 0.2 -0.2 -0.951
H -4.061 -3.045 0.497 0.1 0.0 0.1 0.325
H -2.784 -3.198 -0.721 0.0 0.0 0.0 0.252
H -2.756 -1.845 0.437 0.0 0.0 0.0 -0.179
H -6.015 -0.816 0.429 0.0 0.1 0.0 0.374
H -6.263 0.217 -0.976 0.0 0.1 0.0 0.286
H -4.893 0.515 0.109 0.0 0.0 -0.1 0.234
H -4.981 -3.205 -3.037 0.0 0.0 0.0 0.270
H -6.314 -2.045 -2.893 0.0 0.0 -0.1 0.297
H -6.073 -3.266 -1.647 0.0 0.0 -0.1 0.327
H -5.655 1.767 -2.795 0.0 0.0 0.1 0.297
H -4.618 2.779 -3.796 0.0 0.0 0.0 0.355
H -4.152 2.429 -2.126 0.0 0.0 0.0 0.238
H -4.199 -1.260 -5.312 0.0 0.0 0.0 0.266
H -4.651 0.348 -5.895 0.0 0.0 0.0 0.341
H -5.684 -0.482 -4.734 0.0 -0.1 0.0 0.293
H -1.450 0.257 -4.736 0.0 0.0 0.0 0.245
H -1.433 1.599 -3.576 0.0 0.0 0.0 0.176
H -2.206 1.802 -5.157 0.1 0.0 0.0 0.276
```
Positions in Å, forces in eV/Å.

=====

Max |F|: 5.15 3.17 3.02 1.88 (eV/Å)